{
  "formula": "C38H36BrN10O6PSTi",
  "method": "ωB97M-V with the def2-TZVPD basis set",
  "e_lumo_ev": [0.28, 0.21],
  "spin_multiplicity": 3,
  "elements": ["Ti", "C", "N", "C", "C", "N", "C", "P", "C", "N", "C", "C", "N", "C", "C", "N", "C", "C", "N", "C", "H", "H", "H", "H", "H", "H", "H", "H", "H", "H", "H", "H", "H", "H", "H", "C", "C", "N", "C", "C", "N", "C", "O", "O", "C", "O", "O", "H", "H", "H", "H", "H", "Br", "C", "C", "C", "C", "C", "C", "C", "O", "O", "H", "H", "H", "H", "N", "S", "C", "C", "C", "C", "C", "C", "C", "C", "C", "C", "C", "C", "H", "H", "H", "H", "H", "H", "H", "H", "H", "H", "H", "N", "C", "H"],
  "positions_angstrom": [[-0.40922, 0.14480, 0.30163], [1.71205, -0.88664, 5.47476], [1.02406, -0.17504, 4.43021], [0.41760, 1.05729, 4.52918], [-0.12005, 1.32982, 3.31357], [0.13766, 0.28945, 2.45065], [0.82720, -0.63879, 3.15299], [1.73508, -2.00755, 2.41597], [2.44767, -1.20598, 0.93956], [1.81801, -0.27404, 0.20495], [2.77482, 0.34207, -0.56042], [3.99499, -0.19074, -0.28434], [3.78958, -1.16657, 0.66331], [4.80262, -1.97457, 1.29596], [0.25646, -2.70141, 1.54409], [-0.57104, -2.01544, 0.77665], [-1.56578, -2.86266, 0.37235], [-1.32917, -4.09374, 0.90303], [-0.17646, -3.98148, 1.64576], [0.44706, -5.04915, 2.40609], [1.65477, -0.30777, 6.39340], [2.76256, -1.03721, 5.21010], [1.25549, -1.86420, 5.64017], [0.41598, 1.61765, 5.44799], [-0.67560, 2.19404, 2.98961], [2.52982, 1.12868, -1.25559], [4.97295, 0.02407, -0.67913], [5.74511, -1.83186, 0.77275], [4.52856, -3.02896, 1.25565], [4.92536, -1.69117, 2.34447], [-2.37030, -2.51303, -0.25481], [-1.88064, -5.01609, 0.85230], [-0.13595, -5.95540, 2.26315], [0.46890, -4.80187, 3.46606], [1.46534, -5.22186, 2.06318], [2.56720, 2.63964, 2.11333], [1.59030, 3.13144, 1.10558], [0.72057, 2.39086, 0.44976], [0.10273, 3.21949, -0.44115], [0.59845, 4.48233, -0.33800], [1.53946, 4.40979, 0.65859], [0.33700, 5.75410, -1.04258], [-0.53560, 5.69683, -2.02911], [0.91916, 6.76240, -0.71305], [-0.88356, 2.61875, -1.36036], [-1.35732, 3.27238, -2.30247], [-1.10433, 1.39622, -1.10951], [2.41901, 1.57026, 2.24580], [2.43482, 3.13445, 3.07581], [3.58827, 2.81359, 1.76810], [2.06842, 5.20650, 0.97766], [-0.88898, 4.76436, -2.15611], [-4.67345, -1.62221, 1.78108], [-4.81557, 0.02611, 2.71491], [-5.85467, 0.08500, 3.63731], [-6.06424, 1.23203, 4.38177], [-5.23644, 2.33056, 4.19932], [-4.21870, 2.26556, 3.26658], [-3.97866, 1.11952, 2.50579], [-2.80768, 1.19988, 1.53806], [-2.32079, 2.31285, 1.32881], [-2.36140, 0.10088, 1.06193], [-6.49625, -0.77589, 3.76272], [-6.87602, 1.26436, 5.09716], [-5.38636, 3.23391, 4.77586], [-3.57088, 3.11238, 3.08807], [-0.15163, -0.94404, -1.70790], [-0.38605, -0.28184, -3.13442], [1.21016, 0.15285, -3.81229], [2.23190, -0.77792, -3.95405], [3.47941, -0.34968, -4.36823], [3.70252, 0.99954, -4.63159], [2.68000, 1.92215, -4.48178], [1.42110, 1.49894, -4.06736], [-0.82488, -1.61839, -4.24803], [-0.61067, -1.51466, -5.61655], [-1.01295, -2.54978, -6.44420], [-1.63377, -3.67158, -5.90861], [-1.85954, -3.75480, -4.54377], [-1.45763, -2.72458, -3.70382], [0.47203, -1.74544, -1.76684], [2.05146, -1.82579, -3.74389], [4.28270, -1.06489, -4.48886], [4.68237, 1.32834, -4.95302], [2.85512, 2.97058, -4.68385], [0.61075, 2.20765, -3.93254], [-0.12604, -0.64060, -6.03331], [-0.83712, -2.48248, -7.50974], [-1.94384, -4.47871, -6.55931], [-2.35452, -4.62148, -4.12553], [-1.63184, -2.76385, -2.63647], [-4.09125, 0.66251, -1.85725], [-3.49235, -0.32855, -1.76076], [-4.39548, 1.61353, -1.85294]]
}

=====

{
  "formula": "C38H36FN6O5S5Zr",
  "method": "ωB97M-V with the def2-TZVPD basis set",
  "total_charge": 1,
  "e_lumo_ev": -3.45,
  "spin_multiplicity": 1,
  "elements": ["Zr", "C", "C", "S", "C", "C", "S", "C", "C", "S", "H", "H", "H", "H", "H", "H", "H", "H", "H", "H", "H", "H", "C", "C", "N", "C", "C", "C", "O", "O", "C", "O", "C", "C", "C", "F", "C", "C", "C", "N", "C", "C", "N", "C", "C", "H", "H", "H", "H", "H", "H", "H", "H", "H", "H", "H", "H", "H", "H", "H", "H", "H", "H", "S", "C", "C", "C", "C", "N", "C", "C", "C", "S", "C", "N", "H", "H", "O", "C", "N", "C", "O", "C", "C", "C", "C", "C", "C", "H", "H", "H", "H"],
  "positions_angstrom": [[-0.12143, -1.88371, 2.32588], [3.84118, -2.56340, 2.47158], [3.40102, -3.96794, 2.84975], [1.63772, -4.32584, 2.56075], [1.22260, -5.07308, 4.15329], [1.31958, -4.14035, 5.35331], [0.44395, -2.55766, 5.14970], [1.71012, -1.37353, 5.66299], [2.99725, -1.35744, 4.85486], [2.78303, -1.22599, 3.05473], [4.85812, -2.40504, 2.83662], [3.87139, -2.42404, 1.39426], [3.99417, -4.68447, 2.28032], [3.60922, -4.16043, 3.90179], [0.20662, -5.44049, 4.02686], [1.86014, -5.94302, 4.31946], [0.90685, -4.65247, 6.22261], [2.36007, -3.91708, 5.58742], [1.20692, -0.40869, 5.61592], [1.95921, -1.56008, 6.70962], [3.59348, -0.50841, 5.19206], [3.59126, -2.25023, 5.05269], [-1.07235, 5.96368, 1.01326], [0.30057, 5.31213, 1.03386], [0.22845, 3.85106, 0.93200], [0.27221, 3.12057, 2.06229], [0.14289, 1.76532, 2.12937], [0.25792, 1.12752, 3.48694], [0.48084, 1.81274, 4.46721], [0.14751, -0.15553, 3.50162], [-0.05978, 1.03200, 0.92772], [-0.23838, -0.19951, 0.83617], [-0.06963, 1.81866, -0.30506], [-0.22814, 1.15172, -1.52233], [-0.27296, 1.86582, -2.68407], [-0.36792, 1.20303, -3.85493], [-0.21363, 3.26613, -2.69581], [-0.05089, 3.92618, -1.48931], [0.04662, 3.21433, -0.28493], [-0.33020, 4.02479, -3.88632], [-1.02399, 3.48279, -5.04463], [-1.28861, 4.63816, -6.02231], [-1.26700, 5.92042, -5.24431], [0.12801, 6.22959, -4.75710], [0.75229, 4.91070, -4.27665], [-0.97363, 7.04634, 1.08890], [-1.66961, 5.61964, 1.85712], [-1.62133, 5.72902, 0.10106], [0.81116, 5.53526, 1.96867], [0.94830, 5.68148, 0.23777], [0.42107, 3.66501, 2.98692], [-0.29758, 0.07239, -1.53646], [-0.03451, 5.00652, -1.49257], [-1.96324, 3.03722, -4.71705], [-0.45891, 2.71414, -5.57877], [-2.25016, 4.54618, -6.52134], [-0.50990, 4.72940, -6.77774], [-1.86622, 5.80240, -4.42434], [-1.63430, 6.69366, -5.79875], [0.02508, 6.95851, -3.95543], [0.66999, 6.68071, -5.58615], [1.41250, 5.09687, -3.43388], [1.36310, 4.46594, -5.07237], [-2.52129, -1.00688, 2.58501], [-3.34741, -2.32726, 1.78692], [-4.36557, -2.09679, 0.87211], [-4.96311, -3.14587, 0.18467], [-5.96111, -2.85036, -0.79359], [-6.74451, -2.56551, -1.58504], [-4.54189, -4.45961, 0.42197], [-3.52411, -4.69913, 1.34000], [-2.91528, -3.65196, 2.01757], [-1.56055, -3.92525, 3.08856], [-5.10906, -5.55545, -0.29573], [-5.55833, -6.43494, -0.88343], [-4.68601, -1.08329, 0.67344], [-3.18474, -5.71270, 1.50207], [-0.61571, -2.90921, 0.38768], [0.44584, -2.73982, -0.25292], [1.50146, -2.18766, 0.35670], [2.45146, -1.89700, -0.61617], [3.49153, -1.30282, -0.44483], [1.94175, -2.43186, -1.93201], [2.49873, -2.43763, -3.19194], [1.74749, -3.01684, -4.21389], [0.48886, -3.55631, -3.97281], [-0.07205, -3.54080, -2.69756], [0.68586, -2.97275, -1.69489], [3.47870, -2.01746, -3.37425], [2.14882, -3.05529, -5.21847], [-0.05758, -4.00106, -4.79373], [-1.05033, -3.95809, -2.50021]]
}

=====

Energy relative to the best compared isomer or geometry (same formula, charge and spin) across the listed records, respectively: 51.56; 34.12 kcal/mol.